[1]
Molecular formula: C38H36CdClNO7S
Method: DFT, ωB97M-V with the def2-TZVPD basis set

CARTESIAN COORDINATES (ANGSTROEM)
C: 5.31003 0.11009 2.78189
C: 5.07061 -0.62624 1.31147
C: 6.30568 -0.52116 0.23715
C: 6.12948 -1.26824 -1.21220
C: 4.73458 -2.11403 -1.56244
C: 3.45341 -2.21394 -0.49256
C: 2.14892 -3.08921 -0.95905
C: 0.75943 -2.23665 -1.12907
C: -0.59904 -2.46300 -0.18749
C: -0.59964 -3.57929 1.01341
C: -0.94378 -2.99276 2.50573
C: 0.36293 -2.81248 3.49221
C: -0.19814 -1.98576 4.83168
S: -0.19408 -0.10762 4.57959
O: 1.13501 0.54932 5.11759
O: -0.28960 0.31714 3.08537
Cl: -1.79370 0.84207 5.56107
C: -2.01553 -1.60761 -0.42289
O: -3.16758 -1.91950 0.43706
C: -3.64581 -0.74677 1.18482
C: -5.30036 -0.91027 1.28585
C: -5.99524 0.09397 2.38190
O: -5.51095 -2.30003 1.81167
C: -1.98936 -0.51130 -1.64992
C: -0.66055 -0.23059 -2.62518
C: 0.73289 -1.10926 -2.36306
C: 1.98147 -0.81980 -3.38519
C: 2.22454 -1.70033 -4.73283
C: 3.45443 -1.35168 -5.69915
N: 4.53961 -0.33614 -5.60836
C: 4.27180 0.44276 -4.36795
C: 3.11469 0.34286 -3.26385
C: -0.80696 0.91465 -3.81856
O: -0.23456 0.84792 -5.02315
C: -1.80355 2.20062 -3.43064
C: -3.02237 1.92920 -2.56870
C: -4.08139 3.08949 -2.07527
C: -3.38836 4.50698 -1.63007
O: -3.61498 5.63246 -2.33111
C: -2.36317 4.65040 -0.33746
C: -0.75236 4.29165 -0.46450
C: 0.29535 4.45813 0.79592
C: -0.19035 5.01524 2.28543
C: -1.81576 5.37374 2.42599
C: -2.87111 5.19938 1.15214
C: -3.35208 0.38179 -2.02663
O: -4.60183 -0.08653 -1.94815
C: 3.66199 -1.44903 0.94216
H: 4.34764 0.02516 3.45274
H: 5.75397 1.18962 2.69954
H: 6.13836 -0.55042 3.33131
H: 7.33065 0.03730 0.45151
H: 7.00528 -1.20930 -2.01232
H: 4.59846 -2.65313 -2.59924
H: 2.07860 -4.01573 -0.24607
H: 2.40549 -3.53078 -2.03796
H: 0.37953 -4.21372 1.10600
H: -1.46571 -4.35471 0.74682
H: -1.41975 -1.92981 2.37912
H: -1.70722 -3.71949 3.02292
H: 0.89257 -3.82245 3.77133
H: 1.08468 -2.03968 2.94708
H: -1.30754 -2.30271 5.02652
H: 0.46006 -2.18281 5.78180
H: -3.27229 -0.77256 2.31805
H: -3.30454 0.28897 0.76095
H: -5.80416 -0.90071 0.22718
H: -6.84543 -0.54373 2.92393
H: -5.18492 0.39728 3.16991
H: -6.54433 1.00098 1.87258
H: -6.07223 -2.83200 1.17402
H: 1.49494 -2.58806 -4.99260
H: 3.52850 -2.02732 -6.68365
H: 5.08034 1.30267 -4.17314
H: 3.08061 1.10355 -2.36438
H: -1.61269 3.30267 -3.78556
H: -4.62072 2.66226 -1.10107
H: -4.96289 3.24559 -2.86303
H: -0.30385 3.90059 -1.48231
H: 1.45285 4.21814 0.65626
H: 0.57882 5.15882 3.16402
H: -2.13776 5.77609 3.49523
H: -3.99042 5.51012 1.38255
H: 2.82592 -1.47766 1.76183
Cd: 6.15457 -1.55366 -7.18661

## Properties
HOMO-LUMO gap in eV: 1.37
Charge: +2

***

[2]
Molecular formula: C38H36Cl2N3O7TeTi
Method: DFT, ωB97M-V with the def2-TZVPD basis set

CARTESIAN COORDINATES (ANGSTROEM)
Ti: 0.59960 1.97982 0.40608
O: -1.30110 4.49587 0.81725
C: -0.85116 5.16130 1.99265
C: -0.72506 4.26114 3.20666
N: 0.05410 3.05136 2.99116
C: -0.53312 1.79883 3.47657
C: -0.71093 0.81847 2.33045
O: -0.55838 -0.39646 2.50456
O: -1.07933 1.35889 1.20352
C: 1.47204 3.18754 3.32773
C: 2.28976 2.01369 2.80078
O: 3.40576 1.80127 3.21992
O: 1.65580 1.26921 1.92022
H: -2.04626 3.93121 1.03237
H: 0.11429 5.59535 1.73768
H: -1.52955 5.97589 2.25758
H: -0.28774 4.86068 4.01422
H: -1.72944 3.97820 3.52368
H: 0.08338 1.32181 4.23405
H: -1.51943 1.97002 3.90474
H: 1.86523 4.08920 2.86347
H: 1.64372 3.24665 4.40521
Cl: 3.09858 6.09766 0.23388
C: 2.18026 5.35633 -1.03167
C: 2.18000 5.92290 -2.32282
C: 1.46172 5.36115 -3.32739
Cl: 1.49589 6.08561 -4.91576
C: 0.66801 4.21040 -3.09811
C: -0.13439 3.56900 -4.06086
C: -0.89290 2.51001 -3.68217
C: -0.86291 2.06291 -2.34774
N: -0.10765 2.59789 -1.42985
C: 0.67142 3.66771 -1.80330
C: 1.46777 4.22290 -0.75713
O: 1.42938 3.63401 0.41729
H: 2.75982 6.81686 -2.51073
H: -0.14911 3.93344 -5.07923
H: -1.53156 2.00206 -4.39177
H: -1.49558 1.25520 -2.02874
C: -6.00018 -3.57993 1.16200
C: -4.57355 -3.11160 1.01890
C: -4.15016 -2.43647 -0.11296
C: -2.83466 -2.02006 -0.27230
C: -2.46179 -1.30153 -1.54004
C: -1.92445 -2.28238 0.75503
Te: 0.15587 -1.90648 0.61107
N: 0.59743 -0.12935 -0.22377
C: 1.91477 0.10366 -0.47313
O: 2.22055 1.29936 -0.71082
C: 3.00036 -0.93414 -0.48167
C: 3.38734 -1.59187 0.67849
C: 4.39225 -2.54849 0.62818
C: 5.01633 -2.84106 -0.57560
C: 4.65599 -2.15236 -1.73114
C: 3.65739 -1.19481 -1.68129
C: 0.30997 -2.93237 -1.26461
C: 0.57451 -2.24970 -2.44399
C: 0.73149 -2.94163 -3.63514
C: 0.62461 -4.32747 -3.64634
C: 0.34632 -5.00626 -2.46995
C: 0.18475 -4.32570 -1.26315
C: -0.16076 -5.10686 -0.00965
C: -2.32234 -2.94308 1.93264
C: -1.42024 -3.25595 3.11416
C: -3.64757 -3.34829 2.02702
H: -6.61805 -3.23245 0.33385
H: -6.44056 -3.21664 2.09276
H: -6.04771 -4.67052 1.18400
H: -4.86361 -2.21975 -0.90449
H: -3.31211 -0.73331 -1.92319
H: -2.14694 -2.00268 -2.31491
H: -1.64548 -0.61832 -1.35688
H: 2.95846 -1.30427 1.62911
H: 4.69601 -3.05398 1.53615
H: 5.80145 -3.58824 -0.61245
H: 5.16160 -2.35810 -2.66840
H: 3.37714 -0.64267 -2.57173
H: 0.64180 -1.16933 -2.44295
H: 0.93870 -2.39903 -4.54975
H: 0.76308 -4.88000 -4.56919
H: 0.25251 -6.08862 -2.47866
H: 0.16510 -6.14314 -0.09087
H: -1.24096 -5.10489 0.16387
H: 0.31249 -4.68965 0.88284
H: -0.65318 -2.50739 3.27967
H: -0.93847 -4.23253 2.99183
H: -2.01574 -3.30254 4.02697
H: -3.97068 -3.85312 2.93604

## Properties
Multiplicity: 2
HOMO-LUMO gap (spin up / spin down) in eV: 6.57 / 7.68
Charge: 0

***

[3]
Molecular formula: C38H37BrN4O5PRhS3
Method: DFT, ωB97M-V with the def2-TZVPD basis set

CARTESIAN COORDINATES (ANGSTROEM)
Rh: -0.96440 -0.68938 0.05382
Br: -0.90000 -6.78848 4.12522
C: -0.65610 -5.06248 3.36722
C: 0.56110 -4.40498 3.54162
C: 0.73810 -3.17178 2.96212
C: -0.26430 -2.56048 2.17382
O: -0.01130 -1.41568 1.64922
C: -1.52660 -3.25358 2.01202
C: -2.59940 -2.78588 1.22712
N: -2.58100 -1.75528 0.38082
C: -3.58940 -1.49638 -0.50758
C: -4.87190 -2.07148 -0.53458
C: -5.75810 -1.74938 -1.54928
C: -5.43200 -0.85518 -2.55128
C: -4.17220 -0.22738 -2.55348
C: -3.75720 0.72712 -3.50668
C: -2.48990 1.26202 -3.41718
C: -1.63430 0.85672 -2.39958
N: -2.00760 -0.02828 -1.47648
C: -3.25110 -0.56168 -1.52898
C: -1.67740 -4.50548 2.63962
H: 1.34960 -4.86228 4.11682
H: 1.67070 -2.63918 3.07322
H: -3.49370 -3.40288 1.24902
H: -5.17810 -2.76148 0.23422
H: -6.72890 -2.22168 -1.56528
H: -6.13420 -0.63428 -3.33998
H: -4.43760 1.04552 -4.28178
H: -2.15320 2.01172 -4.11518
H: -0.64270 1.27532 -2.30228
H: -2.60720 -5.03898 2.51352
C: 4.53950 2.25882 -5.40398
C: 3.80360 1.83822 -4.16738
C: 2.68410 1.01582 -4.24968
C: 2.05090 0.55992 -3.10628
C: 2.54020 0.93472 -1.86908
C: 3.62030 1.79002 -1.76228
C: 4.24460 2.24412 -2.91068
S: 1.79070 0.26872 -0.39518
O: 0.62200 1.09702 -0.08718
O: 2.79030 0.18742 0.63392
N: 1.12750 -1.12408 -0.86848
C: 1.57970 -2.34938 -0.52878
C: 2.85800 -2.65108 -0.06888
C: 3.18680 -3.95408 0.29912
C: 2.28060 -4.98308 0.20712
C: 0.99070 -4.74498 -0.30428
C: 0.00080 -5.74148 -0.43868
C: -1.23450 -5.39868 -0.92158
C: -1.48860 -4.05858 -1.24748
N: -0.59820 -3.10618 -1.11128
C: 0.63270 -3.42258 -0.67288
H: 4.33250 1.58062 -6.22828
H: 5.61240 2.26992 -5.22238
H: 4.23840 3.26212 -5.70408
H: 2.31770 0.71292 -5.22018
H: 1.19790 -0.09838 -3.15818
H: 3.96640 2.07102 -0.77948
H: 5.09470 2.90502 -2.82888
H: 3.58960 -1.86538 0.01942
H: 4.17900 -4.15148 0.67882
H: 2.53470 -5.97838 0.53542
H: 0.22680 -6.76248 -0.16508
H: -2.01490 -6.13328 -1.04428
H: -2.45480 -3.76398 -1.63778
C: -0.90080 5.89632 3.51762
C: -0.96180 5.41822 2.07112
C: -1.99120 6.20882 1.27822
O: -1.32760 4.03442 2.05712
P: -0.56040 2.99372 1.09042
S: -0.65420 3.66872 -0.79298
S: -1.66240 1.36922 1.64332
O: 0.95990 3.19832 1.51762
C: 1.76210 2.51002 2.48612
C: 3.07060 3.28802 2.54042
C: 1.08790 2.45372 3.84592
H: -0.55500 6.92702 3.54592
H: -0.22140 5.28072 4.09982
H: -1.88720 5.84342 3.97202
H: 0.02650 5.52552 1.60272
H: -2.96020 6.14722 1.76632
H: -2.07720 5.79432 0.27702
H: -1.68730 7.25042 1.21372
H: 1.94390 1.49902 2.10752
H: 2.90710 4.27662 2.96502
H: 3.47720 3.40132 1.53822
H: 3.78590 2.74742 3.15242
H: 0.90940 3.45982 4.21922
H: 1.73600 1.93482 4.54522
H: 0.13870 1.92972 3.77892

## Properties
Multiplicity: 5
HOMO-LUMO gap (spin up / spin down) in eV: 5.68 / 3.89
Charge: 0

***

[4]
Molecular formula: C38H37Co2NO7P
Method: DFT, ωB97M-V with the def2-TZVPD basis set

CARTESIAN COORDINATES (ANGSTROEM)
O: 4.13473 2.69754 -1.77676
C: 3.24787 2.04400 -1.42813
Co: 2.00371 0.89083 -1.01944
C: 2.81654 0.01288 0.27180
O: 3.32528 -0.46321 1.19810
C: 1.03949 2.00951 -0.06452
O: 0.45758 2.71014 0.64969
C: 1.17034 0.42311 -2.56145
C: 2.41602 -0.23533 -2.38177
C: 3.55821 -0.68922 -2.99916
C: 4.68501 -1.20380 -2.25605
C: 6.00379 -0.77117 -2.55530
C: 7.07123 -1.15590 -1.75307
C: 6.86808 -2.04874 -0.69196
C: 5.58359 -2.53978 -0.43133
C: 4.50132 -2.10832 -1.18964
Co: 0.59111 -1.24876 -1.97819
C: 0.90804 -2.62002 -0.93368
O: 1.03815 -3.54766 -0.23956
C: -0.13380 -1.95044 -3.41131
O: -0.74467 -2.43388 -4.27526
P: -1.27395 -0.58108 -1.09270
C: -1.34444 -0.39060 0.72773
C: -2.52056 0.01708 1.37782
C: -2.53640 0.16113 2.76814
C: -1.38836 -0.13035 3.51649
C: -0.22719 -0.57366 2.87698
C: -0.21416 -0.70402 1.48811
C: -1.82994 1.01137 -1.80132
C: -2.15886 2.11943 -1.01404
C: -2.41733 3.35263 -1.61789
C: -2.35838 3.47899 -3.00834
C: -2.09192 2.36188 -3.80526
C: -1.83512 1.12852 -3.20214
C: -2.71921 -1.66279 -1.42557
C: -3.83280 -1.25468 -2.17473
C: -4.78812 -2.19255 -2.58021
C: -4.66372 -3.52901 -2.19088
C: -3.60432 -3.92363 -1.36681
C: -2.64663 -2.98858 -0.96765
H: 0.80755 0.98990 -3.40595
H: 3.68352 -0.49264 -4.06954
H: 6.14122 -0.09014 -3.39669
H: 8.07132 -0.76465 -1.94669
H: 7.70358 -2.35658 -0.06088
H: 5.41400 -3.25446 0.37346
H: 3.49128 -2.49127 -1.01638
H: -3.41710 0.23562 0.79301
H: -3.44730 0.50448 3.26355
H: -1.40079 -0.01954 4.60148
H: 0.66847 -0.82673 3.44981
H: 0.69807 -1.05140 0.99413
H: -2.23210 2.01760 0.06656
H: -2.64975 4.21194 -0.98520
H: -2.51867 4.45227 -3.47132
H: -2.07129 2.43809 -4.89416
H: -1.62599 0.25520 -3.82742
H: -3.95382 -0.20845 -2.45653
H: -5.61862 -1.87032 -3.21179
H: -5.39210 -4.26351 -2.53263
H: -3.51106 -4.96193 -1.04330
H: -1.82828 -3.29690 -0.31203
C: -0.77291 5.00960 7.08098
O: 0.24933 4.08245 6.72162
C: -0.16641 3.13457 5.75492
C: 1.04948 2.30943 5.35677
N: 1.60282 1.63698 6.47363
C: 2.77372 0.85725 6.26306
C: 3.24157 0.30218 7.59864
O: 2.10765 -0.30982 8.19612
C: 2.41920 -1.06970 9.35776
H: -0.30318 5.72723 7.76295
H: -1.18870 5.56239 6.21519
H: -1.61570 4.51448 7.59852
H: -0.94336 2.46492 6.17164
H: -0.54204 3.63500 4.83957
H: 0.73096 1.61942 4.55562
H: 1.81923 2.98559 4.94866
H: 0.94000 1.25522 7.13878
H: 2.59816 0.00357 5.57792
H: 3.56128 1.49966 5.85139
H: 4.04908 -0.42940 7.41199
H: 3.60075 1.14124 8.22087
H: 1.50948 -1.62547 9.60629
H: 3.24568 -1.79078 9.20364
H: 2.69406 -0.42579 10.21325

## Properties
HOMO-LUMO gap in eV: 5.18
Charge: -1

***

[5]
Molecular formula: C38H37CoF5N5SSe
Method: DFT, ωB97M-V with the def2-TZVPD basis set

CARTESIAN COORDINATES (ANGSTROEM)
Co: 0.81205 2.02711 1.14064
C: -2.58934 1.69741 1.82465
C: -1.64562 1.08077 2.80614
C: -2.10625 0.22949 3.81050
C: -1.21944 -0.31521 4.71401
C: 0.11731 0.06612 4.65953
C: 0.50389 0.94059 3.67031
N: -0.34997 1.39033 2.71220
C: 1.83953 1.61257 3.64578
C: 2.84511 1.56519 4.59427
C: 3.91277 2.44829 4.43227
C: 3.92684 3.38087 3.40413
C: 2.87924 3.36683 2.48950
N: 1.93591 2.44710 2.61781
C: 2.58788 4.35377 1.40633
C: 3.46377 5.35834 1.06565
C: 3.05388 6.28344 0.10843
C: 1.79540 6.16886 -0.43642
C: 0.96218 5.11874 -0.03609
C: -0.41699 4.97239 -0.60121
N: 1.36209 4.22813 0.86060
H: -3.61320 1.62031 2.18571
H: -2.52600 1.20663 0.85489
H: -2.34414 2.74826 1.67360
H: -3.16215 0.00627 3.86482
H: -1.56186 -0.99829 5.47795
H: 0.83176 -0.28785 5.38621
H: 2.80155 0.89435 5.43776
H: 4.72497 2.43357 5.14677
H: 4.72284 4.10601 3.33392
H: 4.44005 5.42469 1.51844
H: 3.71530 7.08003 -0.19966
H: 1.44335 6.87261 -1.17716
H: -1.07995 5.73185 -0.18371
H: -0.82161 3.98876 -0.36890
H: -0.40685 5.10153 -1.68279
F: 2.87058 2.61366 -5.28899
C: 2.14543 2.30709 -4.21274
C: 2.43488 2.85467 -2.96666
F: 3.46120 3.70279 -2.84057
C: 1.63634 2.50275 -1.92392
F: 2.36155 1.89416 0.08287
C: 0.57369 1.63576 -1.97724
S: -0.40434 1.18807 -0.60679
C: 0.30475 1.09888 -3.23988
F: -0.71734 0.23638 -3.41946
C: 1.07633 1.42362 -4.34100
F: 0.79983 0.89267 -5.53532
C: 3.09151 -3.35218 -0.33670
C: 2.02231 -4.06417 -1.15367
C: 1.77224 -3.41160 -2.50973
C: 1.04444 -2.07787 -2.42649
N: -0.36766 -2.25594 -2.07569
C: -0.95342 -1.98578 -0.90003
Se: -0.07353 -1.33854 0.61094
N: -2.27023 -2.25846 -0.99645
C: -3.30301 -2.01338 0.01213
C: -3.84028 -3.30605 0.61430
C: -2.85290 -3.98648 1.57702
C: -3.49236 -4.36364 2.90520
C: -2.54194 -2.69065 -2.28800
C: -3.73324 -3.05571 -2.90400
C: -3.65157 -3.41851 -4.23405
C: -2.43006 -3.41556 -4.92608
C: -1.24930 -3.04950 -4.31128
C: -1.33443 -2.68693 -2.97239
H: 3.29528 -3.88457 0.59167
H: 2.79146 -2.33908 -0.06857
H: 4.02787 -3.29110 -0.89234
H: 1.08477 -4.10349 -0.58800
H: 2.31868 -5.10171 -1.31729
H: 1.20153 -4.08569 -3.15288
H: 2.72488 -3.23495 -3.01631
H: 1.06069 -1.55139 -3.38101
H: 1.47615 -1.41684 -1.67473
H: -4.08564 -1.42396 -0.46915
H: -2.83616 -1.39680 0.78158
H: -4.11942 -3.98914 -0.18986
H: -4.77063 -3.06392 1.13465
H: -2.00545 -3.32064 1.75709
H: -2.43498 -4.88173 1.11163
H: -3.85805 -3.47749 3.42806
H: -2.78623 -4.87252 3.55958
H: -4.34506 -5.02850 2.76241
H: -4.67615 -3.05214 -2.37811
H: -4.55126 -3.70931 -4.75633
H: -2.41382 -3.70452 -5.96653
H: -0.31224 -3.03992 -4.84778

## Properties
Multiplicity: 4
HOMO-LUMO gap (spin up / spin down) in eV: 6.64 / 6.32
Charge: +1

***

Among the records above, which one has the highest charge?
C38H36CdClNO7S

***

Which of these has the lowest charge?
C38H37Co2NO7P